Here is 2 unconnected molecules or ions with the total composition C4H9NO in a non-equilibrium geometry from the Open Molecules 2025 dataset. Energies are from ωB97M-V/def2-TZVPD.

XYZ file:
```
15
Properties=species:S:1:pos:R:3
C 4.004 -0.464 -0.114
C 4.185 1.639 -1.039
N 4.880 0.648 -0.504
H 3.666 -0.980 -1.032
H 4.495 -1.330 0.422
H 3.113 -0.122 0.467
H 4.592 2.636 -0.880
H 3.156 1.582 -1.461
O -5.075 -1.041 -0.298
C -4.590 -0.271 0.497
C -3.345 -0.478 1.278
H -5.207 0.674 0.560
H -3.514 -0.106 2.307
H -3.112 -1.543 1.172
H -2.494 0.097 0.932
```

HOMO-LUMO gap (alpha / beta) = 2.0 / 6.0 eV
Electronic energy = -7828.339 eV
<S²> = 0.753
HOMO level (alpha / beta) = 0.806 / -3.254 eV
Charge = -1
Strongest force on any atom = 2.20 eV/A
2S+1 = 2